# 1
Molecular formula: C4H6BrNO
Method: DFT, the ωB97M-V functional and the def2-TZVPD basis

Positions of all 13 atoms, in Å:
C  1.68870  0.77131  -0.06354
H  -0.42110  0.74844  0.94891
H  -2.13260  -0.99833  -1.02749
N  -1.25580  -2.35992  1.87279
H  1.46559  0.79139  -1.15648
H  -0.42080  -0.51289  -1.42247
O  1.08321  -0.34397  0.58040
H  1.41299  1.57770  0.61305
H  2.74668  0.54507  0.02582
C  -0.21001  -0.26722  0.82641
C  -0.76390  -1.41288  1.38613
C  -1.44626  -0.21384  -1.34938
Br  -1.74669  1.67515  -1.23415

Force components x, y, z for each atom (eV/Å):
C 0.3 -0.9 0.3
H -1.9 1.1 0.4
H -0.3 0.9 0.0
N 0.6 1.2 -0.9
H -0.3 0.5 1.0
H 0.2 0.2 -0.4
O 1.6 -1.9 -1.2
H 0.2 0.9 -0.9
H 0.2 0.3 0.0
C 1.3 -0.5 1.9
C -1.1 -0.8 1.0
C -0.6 0.5 -1.1
Br -0.1 -1.5 -0.2

Results
* orbital gap (spin up / spin down): 7.933 / 9.600 eV
* expectation value of S²: 2.0169
* LUMO (spin up / spin down): 0.5130 / -1.4226 eV
* E_HOMO (spin up / spin down): -7.4 / -11.0 eV
* 2S+1: 3
* energy relative to the best compared isomer or geometry (same formula, charge and spin): 47.6 kJ/mol

natural (NBO) population analysis, charges in e, atoms 1 to 4: -0.265, 0.196, 0.203, -0.287

# 2
Molecular formula: C31H67FN8O19S2
Method: DFT, the ωB97M-V functional and the def2-TZVPD basis

Positions of all 128 atoms, in Å:
N  -0.43093  6.54499  -1.49159
H  -0.66241  -3.31197  2.58120
O  0.52649  -7.46966  0.36041
C  4.36800  3.92288  1.16799
C  -1.22638  0.79395  5.76657
O  -3.72430  1.60541  1.95905
H  -1.98881  5.23949  -2.00506
C  1.23849  -2.29189  -2.48743
H  -6.05901  3.34419  3.08008
C  1.54229  -2.78251  -3.86594
H  1.40102  2.68860  0.00746
C  0.34874  0.00372  1.10984
O  -5.35938  3.02782  1.10767
H  1.23844  -1.21659  -2.31990
C  2.48872  2.54872  -2.89775
N  -3.81812  -1.53322  -1.22084
H  2.38875  -5.95306  -0.40698
N  -2.53327  -5.06475  0.77564
H  0.36957  -2.81058  -2.08647
H  3.83753  -1.98226  2.50832
H  -2.65193  0.05405  -0.47359
H  1.27028  -1.71279  2.84526
H  -1.78345  -1.46007  -0.68728
N  0.07506  2.25473  -3.05014
N  5.70457  4.11863  1.40240
H  -2.36386  -3.73251  -0.73479
H  -3.81135  -4.11410  0.26947
O  0.41716  -1.18812  1.21457
O  -5.22939  -3.08678  -2.01856
C  3.51413  -1.14293  0.70895
C  -0.56940  2.05299  0.86594
H  0.16071  -6.06423  -3.12349
C  -4.22684  -2.79156  -1.38145
H  -4.32298  -0.86183  -1.77934
S  -3.70725  2.92149  1.00563
H  -1.97204  2.31238  -3.29378
H  -1.31762  0.69084  -3.02800
H  3.88052  3.97307  -0.87235
H  -0.56453  -3.51979  0.90579
H  2.57525  5.60086  -1.92633
H  -4.53854  -5.84782  0.94290
C  -1.84532  6.25521  -1.62678
H  2.98064  3.12271  -3.68766
H  -1.05677  1.48584  -4.61883
H  -4.71327  1.46432  3.88317
C  1.64982  -2.29690  -6.20924
N  1.70448  -1.88652  -4.86149
C  1.95502  6.08618  -1.18478
C  6.79440  3.54444  0.67814
H  -3.10036  -6.96638  1.21596
C  -1.27191  -3.22461  1.67990
C  1.29427  1.83109  -3.45172
C  -0.72608  -5.82773  -2.53382
O  -0.74421  0.73182  1.35965
O  -1.03606  2.98019  6.49077
C  -3.52589  -6.13023  0.66203
H  -5.29535  0.49953  2.64972
H  -2.97303  -1.18172  0.67119
C  0.37931  -6.53368  -0.42257
C  -1.15727  1.63664  -3.54722
H  4.72101  2.53472  -0.42487
H  -1.25734  -7.37505  -1.12493
H  3.29270  1.93836  -2.48860
H  1.16824  -2.12374  1.11527
H  -3.53837  -4.82039  -1.36314
H  -0.79959  2.00839  -0.19801
H  -0.00703  2.86240  -2.23244
H  -1.56977  -6.15429  -3.13754
H  -1.97151  -4.95353  -0.05299
H  7.05838  2.50183  0.89383
S  -2.09342  3.13631  5.27221
O  1.48312  0.90245  -4.25104
C  5.00073  -0.81615  0.60137
H  7.73762  4.05726  0.86732
H  -1.76289  0.25436  6.55267
H  1.49736  -5.00979  -1.48078
H  -3.57569  -6.39745  -0.39321
O  -1.40889  3.66588  4.10877
C  -2.73567  -1.02701  -0.38149
H  -2.34475  6.85054  -2.38730
C  1.42911  -5.44141  -0.48115
H  5.23682  -1.22183  -0.38309
H  2.01179  -2.63919  -1.79671
O  -3.01705  -4.36753  2.86254
N  3.12353  -1.79394  1.82714
H  -6.83390  2.15946  2.14190
H  -1.64838  -2.21320  1.56532
H  5.28787  0.22326  0.73010
H  1.17893  -1.54613  -6.84918
O  -2.98541  3.97492  1.68389
H  0.03674  1.40719  7.32596
H  3.05842  2.63281  0.14528
O  2.72580  -0.82666  -0.16087
H  5.89234  4.63559  2.24610
C  -2.36877  -4.25684  1.83676
N  -0.66877  -6.57351  -1.28271
H  2.23513  5.90031  -0.14523
H  2.62948  -2.54895  -6.62746
C  -4.84627  1.48388  2.80111
H  -2.35626  6.22465  -0.66426
C  3.94046  3.21823  -0.09296
O  0.22905  4.44528  -1.11132
H  -0.64598  -0.00855  5.29840
H  1.81228  -3.30023  2.25044
H  5.55814  -1.43812  1.30506
C  -0.29763  1.77331  6.35701
H  1.83249  -0.89139  -4.64340
H  1.26311  -4.78629  0.37079
H  0.58255  2.00254  5.75550
O  1.67388  -3.99662  -3.99706
F  1.40825  2.65881  2.05016
H  -1.07799  2.74619  1.52518
C  0.94200  2.19250  0.85787
H  -0.78154  -4.75581  -2.35425
H  -0.17616  7.48969  -1.72381
O  -2.21455  1.50821  4.99921
O  -3.25922  2.56364  -0.30947
H  6.57016  3.58922  -0.38826
O  -3.32433  3.73567  5.67399
C  0.50741  5.64163  -1.19656
C  -5.84156  2.55969  2.35341
H  2.02162  7.17483  -1.24242
C  1.75749  -2.23411  2.01993
H  1.00425  -3.15516  -6.40624
H  2.22005  3.29699  -2.15200
O  3.57965  4.47035  1.92331
O  1.33916  0.83955  0.76314
C  -3.43473  -3.93795  -0.73672

Force components x, y, z for each atom (eV/Å):
N -0.7 1.1 -0.2
H -0.2 0.3 0.2
O -0.3 0.6 0.2
C 0.3 1.3 0.5
C -0.9 -1.5 0.6
O 1.4 0.4 -0.4
H 0.4 -0.1 0.0
C 0.7 0.4 1.0
H 0.8 0.3 -0.1
C 0.5 -0.4 0.6
H -0.5 0.4 0.3
C -0.6 1.2 -0.3
O 1.8 1.2 -1.2
H -0.5 0.1 -0.3
C 0.4 1.2 0.3
N 0.4 1.6 0.0
H -0.1 0.0 0.6
N 2.3 -3.7 3.0
H -0.4 0.3 -0.3
H -0.1 -0.1 0.1
H -0.2 0.0 -0.3
H 0.3 -0.3 0.1
H 0.1 -0.1 0.4
N 0.0 -0.2 0.1
N -0.2 -0.4 0.1
H -0.6 1.3 -0.4
H -0.9 1.3 -1.6
O -8.8 9.4 -3.8
O -0.2 0.5 -0.2
C 0.1 0.6 0.5
C 1.3 -0.1 -0.5
H 0.0 0.4 -0.1
C -0.2 -2.3 -0.4
H -0.2 0.0 0.1
S -0.6 -0.4 1.7
H -0.1 -0.1 -0.2
H -0.1 -0.2 -0.3
H -0.6 0.0 0.0
H -0.3 0.3 -0.5
H -0.1 -0.2 0.0
H 0.2 0.1 0.5
C -0.3 -1.6 -0.1
H -0.2 -0.1 -0.3
H -0.2 -0.1 0.0
H 1.0 0.7 -0.1
C 0.0 -0.4 -2.0
N -0.4 0.4 1.1
C -1.0 1.1 1.4
C 0.7 -0.5 -0.7
H -0.8 -0.3 0.2
C 0.2 -1.0 0.5
C 0.6 -1.0 -0.3
C 0.4 -0.5 -0.1
O -0.8 -0.6 0.7
O -1.4 0.9 0.1
C 1.4 -0.6 0.3
H 0.2 0.0 -0.6
H 0.3 -0.2 -0.1
C 0.9 -1.6 0.5
C 0.7 0.2 0.6
H -0.1 -0.2 0.0
H 0.0 -0.1 -0.2
H -0.5 -0.6 0.0
H 3.8 -3.5 0.2
H -0.5 0.3 0.0
H -0.9 0.6 0.1
H 0.3 0.1 -0.6
H -0.2 0.1 0.2
H 0.4 -0.7 1.2
H -0.5 -0.1 0.3
S 1.9 -0.6 -2.0
O -0.7 0.8 0.4
C -0.2 -1.4 0.0
H -0.3 0.5 -0.1
H -0.2 0.3 0.0
H -0.4 0.7 0.3
H 0.0 -0.3 0.2
O -0.8 -0.5 1.7
C -0.4 0.0 -0.2
H 0.2 0.6 0.4
C -0.1 -0.9 -0.9
H 0.4 0.5 -0.1
H 0.2 0.0 -0.3
O -0.7 0.2 0.2
N 0.4 0.3 -0.1
H 0.2 -0.3 -0.1
H 0.1 -0.3 0.1
H -0.3 0.1 -0.2
H 0.4 0.4 0.2
O -1.6 -0.9 -0.8
H -0.1 0.4 0.2
H 0.3 0.4 -0.5
O 0.6 -0.5 -0.9
H -0.1 0.0 0.0
C 1.0 -0.6 0.1
N -0.4 0.8 -0.1
H 0.7 -0.5 -0.1
H 0.0 0.1 0.0
C -1.7 -0.8 0.3
H -0.1 0.5 0.0
C 1.3 -0.5 0.7
O -0.1 -0.1 0.7
H -0.5 0.5 -1.0
H 0.2 -0.4 0.8
H 0.1 0.2 0.1
C 1.2 0.7 0.1
H -0.5 -0.6 0.0
H 0.2 0.4 -0.3
H 0.0 -0.2 -0.2
O -0.4 -0.1 -0.7
F 0.1 0.2 -0.2
H 0.0 0.2 -0.4
C -0.5 -0.8 0.7
H 0.0 0.0 -0.2
H 0.4 -0.1 0.2
O 0.2 0.8 0.2
O -1.1 0.1 0.9
H 0.3 0.1 0.0
O 0.7 -0.9 0.3
C 0.4 -0.9 -1.8
C -0.9 -0.2 0.3
H 0.1 0.0 -0.5
C 5.3 -5.6 2.9
H 0.2 -0.2 0.7
H -0.2 -0.2 0.1
O -0.3 -0.3 -0.3
O 0.4 -0.2 0.0
C -1.8 3.8 -3.0

Results
* orbital gap: 8.454 eV
* LUMO: 0.2719 eV
* E_HOMO: -8.2 eV

Mulliken population analysis, charges in e, atoms 1 to 4: -0.226, 0.425, -0.713, -0.029

# 3
Molecular formula: C13H37N3O16
Method: DFT, the ωB97M-V functional and the def2-TZVPD basis

Positions of all 69 atoms, in Å:
O  1.24801  5.84595  -4.98543
N  -5.93084  -7.99155  -3.18604
H  -1.97075  -10.38200  0.52774
O  5.70968  7.58448  2.76291
O  -1.07377  -10.42533  4.31052
C  -1.41265  -10.53025  1.45222
H  2.24294  -6.92744  -7.20180
C  -5.38230  -6.81305  -2.44648
C  2.65706  -0.36010  6.35565
H  4.75239  4.95126  1.74728
H  -4.64757  -6.25363  -3.02555
O  -3.32495  7.30330  3.44396
H  -4.48379  6.85307  -1.73268
C  4.68548  7.73494  2.07810
O  2.10388  0.76262  5.70065
H  -2.17800  5.65772  3.38520
O  0.92960  -8.80966  -5.00949
C  2.16321  -7.21393  -6.15315
C  3.90874  9.88011  3.12839
C  2.08503  7.00535  -5.06303
H  -1.06044  -6.19951  4.01198
H  -6.34466  -6.36789  -2.19391
H  -1.03949  -0.05965  -1.71660
H  -4.29386  7.40820  -3.99653
C  -2.01831  6.73521  3.34500
O  -6.04251  -7.96473  -4.43894
H  -0.20602  -6.84932  2.62588
H  -0.49423  -11.04741  1.17446
O  4.23360  6.87170  1.17940
H  -1.39315  7.18227  4.11793
O  3.83512  8.81856  2.12758
H  4.11262  9.49978  4.12933
N  0.99539  -8.06847  -5.99153
H  1.89862  7.61605  -5.94644
H  -1.92484  -6.91124  2.67322
O  -1.16189  -9.36861  2.20118
H  -3.27754  5.55812  -2.02352
C  -1.08843  -9.43558  3.54041
H  1.81319  -1.04498  6.43884
O  1.42074  -0.80002  -0.04036
H  -0.75826  0.55474  -0.11056
O  0.23634  -2.00940  -1.29747
H  3.07885  -0.21664  7.35045
C  -4.08068  6.15042  -2.46199
H  2.93619  10.34863  3.27912
H  4.69961  10.54929  2.78952
H  2.06729  7.64807  -4.18286
H  -3.30895  8.25930  3.53003
H  1.91391  -6.37761  -5.50007
O  -1.01098  -8.23449  4.05548
H  0.29255  1.09680  -1.46341
C  4.98432  5.68851  0.97867
H  -2.13288  -11.20125  1.92035
O  -3.61024  6.82736  -3.65462
O  -6.12545  -9.01819  -2.49618
H  -4.92347  -7.20000  -1.53662
H  3.45636  -0.83522  5.78689
H  -4.74518  5.39236  -2.87659
H  3.03675  -7.75590  -5.79079
C  -1.04218  -7.02660  3.30227
H  1.89850  1.34489  6.43576
H  4.83789  5.32337  -0.03787
C  -0.25449  0.25911  -1.03084
H  6.05330  5.90096  0.96314
N  0.51451  -0.94531  -0.76836
H  3.12891  6.75770  -5.25563
H  -1.59304  7.02178  2.38317
O  0.05366  -7.92060  -6.73683
H  0.35183  6.17371  -4.88033

Force components x, y, z for each atom (eV/Å):
O 0.7 0.7 0.0
N 1.1 -3.0 -1.8
H 0.4 1.3 -0.1
O -2.5 0.5 -1.5
O -0.2 2.6 -3.2
C -0.7 -1.7 -0.6
H 0.0 0.1 0.3
C -0.7 -0.7 0.3
C -0.5 -1.3 -0.2
H 0.0 0.0 -0.2
H -0.7 0.0 -0.2
O -0.6 -0.3 0.1
H -0.2 -0.3 0.0
C 1.8 1.1 2.3
O 0.7 0.7 0.5
H 0.4 0.2 0.3
O 0.9 0.5 -0.7
C 0.5 0.1 0.0
C 0.9 -1.1 0.1
C 0.4 0.2 -0.6
H 0.1 -0.3 0.2
H 0.5 1.0 0.1
H 0.0 0.3 -0.1
H -0.1 -0.1 0.2
C -0.7 1.2 -0.4
O 0.0 0.4 3.2
H 0.3 -0.6 0.2
H 0.0 0.0 0.4
O -0.6 0.7 -0.2
H 0.3 -0.7 0.2
O -0.2 -1.1 -0.1
H 0.6 -0.3 -0.2
N -1.8 -1.3 1.4
H -0.7 0.2 0.0
H -0.2 -0.4 0.2
O -0.3 0.2 0.1
H 0.3 0.5 -0.1
C 0.1 -2.9 2.1
H 0.3 -0.6 0.3
O 2.9 0.4 2.4
H 0.4 0.0 0.1
O -0.7 0.3 -0.3
H -0.1 0.6 0.1
C 0.1 -0.2 -1.6
H 0.0 0.0 -1.0
H -0.3 0.2 0.3
H -0.2 -0.1 0.2
H 0.3 -0.1 0.0
H 0.4 0.2 -0.2
O 0.2 1.2 0.6
H 0.4 -0.5 0.3
C 1.2 -0.2 -0.3
H 0.6 -0.2 0.8
O 0.7 0.0 0.7
O -0.1 2.2 -1.4
H -0.2 0.0 -0.2
H -0.2 0.2 -0.4
H -0.8 0.1 0.8
H -0.1 0.2 0.0
C -0.3 0.8 -0.6
H -0.3 0.5 -0.4
H -0.8 0.0 0.2
C -2.4 0.3 -0.9
H 0.0 0.1 0.6
N -0.6 -0.8 -1.5
H 0.0 -0.8 0.5
H 0.2 -0.3 -0.2
O 0.2 0.3 -0.7
H -0.1 -0.1 0.0

Results
* orbital gap: 10.403 eV
* SMILES: C[N+](=O)[O-].C[N+](=O)[O-].C[N+](=O)[O-].COC(=O)OC.COC(=O)OC.CO.CO.CO.CO
* LUMO: -0.0549 eV
* E_HOMO: -10.5 eV
* energy relative to the best compared isomer or geometry (same formula, charge and spin): 201.4 kJ/mol

natural (NBO) population analysis, charges in e, atoms 1 to 4: -0.717, 0.505, 0.197, -0.649

# 4
Molecular formula: C7H9N3O3S
Method: DFT, the ωB97M-V functional and the def2-TZVPD basis

Positions of all 23 atoms, in Å:
H  0.44479  1.43530  1.38034
H  -0.68629  -2.70089  -3.40970
N  0.09411  0.52585  -0.37504
C  0.72258  -1.81854  0.27700
C  -0.26516  -2.52495  -2.33115
C  -0.18735  -1.18809  -1.84638
N  -0.65261  -0.01292  -2.45038
H  -1.11310  -0.05159  -3.38571
H  0.59114  1.54622  3.19059
S  0.70486  4.03579  2.02388
C  0.18972  -3.43873  -1.41388
C  -0.50311  0.99294  -1.47162
C  0.28424  -0.83227  -0.57025
H  0.18256  -4.48474  -1.57815
O  -1.23573  1.88800  2.39107
H  -1.47017  2.79259  2.05770
H  -0.78625  1.98150  -1.50109
O  1.26973  4.35537  3.25252
N  0.18066  1.86608  2.29481
H  1.32344  -3.95176  0.35591
H  0.90681  -1.65780  1.32166
O  -0.72699  4.38702  1.94406
C  0.73214  -3.14437  -0.15621

Force components x, y, z for each atom (eV/Å):
H -0.2 -0.4 1.0
H 0.9 -0.1 2.4
N -0.9 0.6 -1.1
C 0.3 -1.6 1.0
C -0.6 1.7 -1.0
C -0.4 -0.3 -1.1
N -0.1 0.1 0.6
H 0.6 0.7 1.5
H -0.5 -0.1 -1.0
S -2.8 -0.2 -3.0
C 0.5 -0.9 0.0
C 1.6 -3.8 0.7
C -0.9 0.3 -1.3
H -0.1 -0.9 -0.9
O 0.8 -0.3 -0.1
H 0.3 -0.2 0.4
H -0.7 1.9 -0.8
O 2.0 0.7 3.4
N -0.6 0.8 -0.1
H -1.2 1.0 -0.1
H 0.6 0.5 0.2
O 0.8 -0.3 -0.5
C 0.7 0.7 -0.2

Results
* orbital gap: 9.665 eV
* LUMO: 0.5628 eV
* E_HOMO: -9.1 eV
* energy relative to the best compared isomer or geometry (same formula, charge and spin): 124.4 kJ/mol

natural (NBO) population analysis, charges in e, atoms 1 to 4: 0.423, 0.228, -0.487, -0.182

# 5
Molecular formula: C13H10F3N3O2Pd
Method: DFT, the ωB97M-V functional and the def2-TZVPD basis

Positions of all 32 atoms, in Å:
N  -0.69845  0.91181  0.90802
H  -0.69745  2.41571  -3.34268
H  -0.69805  -2.82599  0.08122
C  -0.69815  -3.31029  3.44282
C  3.35415  -0.98249  -2.42268
C  -0.69805  -1.23629  1.53362
C  -0.69745  4.01751  -1.90128
Pd  -0.69785  -0.33679  -1.49418
C  -0.69795  -0.95079  2.90772
H  -0.69815  3.44261  1.43582
H  -0.69815  -4.10989  4.17912
N  -0.69785  -0.27139  0.50502
C  -0.69805  -1.97969  3.85572
O  1.21545  -1.63639  -3.36288
C  -0.69815  -3.61339  2.08422
F  3.84065  -1.51729  -1.26748
C  -0.69805  3.24321  0.36912
N  -0.69785  1.65211  -1.42878
H  -0.69805  -1.73939  4.91572
H  -0.69815  -4.64909  1.75462
C  -0.69755  2.69061  -2.29168
F  3.84065  0.28661  -2.52198
C  -0.69805  1.92711  -0.09138
H  -0.69725  4.81201  -2.63908
F  3.88295  -1.69919  -3.45318
C  -0.69775  4.29771  -0.54248
O  1.21645  -0.33679  -1.49418
C  1.78945  -0.98719  -2.42938
C  -0.69805  -2.58209  1.14142
H  -0.69765  5.32561  -0.19148
H  -2.38965  -0.33679  -1.49418
H  -0.69785  0.07851  3.25482

Force components x, y, z for each atom (eV/Å):
N -0.1 8.4 -1.0
H 0.0 0.0 0.0
H 0.0 0.2 0.1
C 0.0 -0.4 0.9
C -0.3 0.1 0.2
C -0.1 1.6 -2.8
C 0.0 -0.3 -1.7
Pd -5.1 -3.0 -2.3
C 0.0 0.1 1.4
H 0.0 -0.2 -0.1
H 0.0 0.0 0.0
N 0.1 -7.0 2.4
C 0.0 0.2 -0.9
O 1.5 1.3 1.9
C 0.0 0.9 -0.9
F 0.0 0.3 -0.7
C 0.0 2.8 -0.7
N 0.0 3.3 -1.4
H 0.0 0.0 0.0
H 0.0 0.1 0.0
C 0.0 -0.4 0.7
F 0.0 -0.7 0.0
C 0.0 -3.6 3.6
H 0.0 -0.1 -0.1
F -0.2 0.5 0.7
C 0.0 -0.9 2.4
O 4.8 -0.8 -1.0
C -2.2 -0.8 -1.2
C 0.0 -1.7 0.5
H 0.0 0.0 0.1
H 1.7 0.0 0.1
H 0.0 -0.1 -0.3

Results
* orbital gap (spin up / spin down): 3.840 / 3.836 eV
* total charge: -2
* LUMO (spin up / spin down): 5.6814 / 5.6819 eV
* E_HOMO (spin up / spin down): 1.8 / 1.8 eV

natural (NBO) population analysis, charges in e, atoms 1 to 4: -0.401, 0.170, 0.208, -0.364

# 6
Molecular formula: C2H6OSi
Method: DFT, the ωB97M-V functional and the def2-TZVPD basis

Positions of all 10 atoms, in Å:
H  -1.97059  0.85970  0.76789
C  3.14360  -0.45279  0.39664
Si  -0.99042  0.67007  -0.42935
O  2.89541  0.50227  -0.26028
H  0.23126  -0.88588  0.75571
H  2.99647  -0.47286  1.43809
H  3.01991  -1.50154  0.26561
H  0.37527  -1.38753  -0.89116
C  0.01828  -0.64536  -0.18997
H  -1.66022  1.84064  -1.25387

Force components x, y, z for each atom (eV/Å):
H 1.2 0.1 -0.4
C -2.4 -0.5 1.4
Si -3.0 2.0 1.6
O 0.9 0.6 -1.4
H 0.2 -0.9 3.8
H 0.8 1.5 2.6
H 0.8 -1.6 -2.6
H 0.5 0.6 -0.3
C -0.4 -0.2 -4.2
H 1.2 -1.6 -0.3

Results
* orbital gap: 8.872 eV
* SMILES: C=[SiH2].C=O
* LUMO: 0.2423 eV
* E_HOMO: -8.6 eV
* energy relative to the best compared isomer or geometry (same formula, charge and spin): 539.5 kJ/mol

natural (NBO) population analysis, charges in e, atoms 1 to 4: -0.196, 0.280, 0.997, -0.459